ORCA calculation (ωB97M-V/def2-TZVPD) on a 2-piece molecular cluster, H2IO overall.

Values from the calculation:
total charge = -1
E_HOMO = -3.52 eV
LUMO energy = 3.94 eV
M = 144.92 g/mol
HOMO-LUMO gap = 7.461 eV
E = -374.22989 Eh

```
4
H2IO | the OMol25 dataset | ωB97M-V/def2-TZVPD
O 0.400 -0.116 1.162
H 0.520 0.860 1.118
H -0.094 -0.342 0.341
I -0.826 -0.401 -2.620
```

ORCA calculation (ωB97M-V/def2-TZVPD) on H2IO2PS as an isolated structure.

Values from the calculation:
E_HOMO = -9.73 eV
LUMO energy = -1.34 eV
M = 223.96 g/mol
HOMO-LUMO gap = 8.391 eV
E = -1188.91502 Eh

```
7
H2IO2PS | the OMol25 dataset | ωB97M-V/def2-TZVPD
O 1.050 -0.841 -1.023
O 0.114 0.359 1.372
P -0.426 0.490 -0.077
S -0.821 2.315 -0.692
I -2.242 -1.042 -0.307
H 1.849 -0.753 -0.485
H 0.476 -0.527 1.211
```

ORCA calculation (ωB97M-V/def2-TZVPD) on H2KO as an isolated structure.

Values from the calculation:
total charge = +1
E_HOMO = -14.42 eV
LUMO energy = -4.56 eV
M = 57.11 g/mol
HOMO-LUMO gap = 9.861 eV
E = -676.16597 Eh

```
4
H2KO | the OMol25 dataset | ωB97M-V/def2-TZVPD
O -0.005 -0.118 0.924
H 0.077 -0.850 1.576
H -0.374 0.634 1.441
K 0.302 0.333 -3.941
```

ORCA calculation (ωB97M-V/def2-TZVPD) on H2KO as an isolated structure.

Values from the calculation:
total charge = +1
E_HOMO = -15.29 eV
LUMO energy = -4.46 eV
M = 57.11 g/mol
HOMO-LUMO gap = 10.827 eV
E = -676.17085 Eh

```
4
H2KO | the OMol25 dataset | ωB97M-V/def2-TZVPD
O 1.031 2.832 0.006
H 1.177 3.412 -0.776
H 0.415 3.340 0.580
K -0.265 -0.755 -0.003
```